Here is a 2-piece molecular cluster, C7H17F4NO7PS2 overall from the OMol25 dataset. Energies are from ωB97M-V/def2-TZVPD.

Last column: natural (NBO) charge in e.
Geometry (Å):
N -2.9279 1.2591 1.8006  -0.80
C -1.4962 1.0344 1.3858  -0.27
C -0.9089 -0.2897 2.0906  0.08
O -2.0148 -1.1275 2.4986  -0.65
C -0.0589 0.0255 3.4360  -0.65
S 1.7157 0.2888 2.9809  1.04
F 2.5832 -0.8656 3.8402  -0.36
S 2.4641 2.1550 3.6754  1.70
O 2.5575 2.2172 5.1661  -0.77
O 3.8681 2.2753 3.1288  -0.76
C 1.5305 3.6449 3.0417  0.80
F 2.0297 4.7506 3.7519  -0.25
F 1.9316 3.8418 1.7089  -0.27
F 0.1488 3.5902 3.2110  -0.28
H -2.9992 1.2444 2.8314  0.33
H -3.1741 2.2202 1.5268  0.38
H -0.8409 1.9587 1.5161  0.17
H -1.5473 0.7941 0.2607  0.26
H -0.2813 -0.8654 1.3159  0.23
H -2.2431 -0.8675 3.4148  0.47
H -0.1003 -0.9319 4.0799  0.32
H -0.5028 0.8572 4.0794  0.29
C 2.5112 -1.1595 -2.9644  -0.25
O 1.4459 -0.8378 -3.8475  -0.80
P -0.0359 -0.8211 -3.2492  2.57
O -0.2848 0.1987 -2.2037  -1.11
O -0.2746 -2.3317 -2.7661  -0.83
C -0.0503 -3.3981 -3.6806  -0.26
O -0.9424 -0.6895 -4.5566  -0.81
C -2.3508 -0.8160 -4.3985  -0.25
H 3.3118 -0.4310 -3.0943  0.20
H 2.1909 -1.1580 -1.9199  0.18
H 2.8905 -2.1510 -3.2203  0.19
H 0.7315 -4.0450 -3.2796  0.19
H 0.2542 -3.0421 -4.6668  0.20
H -0.9714 -3.9736 -3.7802  0.20
H -2.6434 -0.8611 -3.3471  0.19
H -2.6768 -1.7303 -4.8981  0.19
H -2.8389 0.0376 -4.8690  0.20

Summary:
Frontier orbital gap ... 5.378 eV
Charge ... +1
Multiplicity ... 1
Electronic energy ... -2395.14247 Eh

Here is C7H17InNO2 as an isolated structure from the OMol25 dataset. Energies are from ωB97M-V/def2-TZVPD.

Last column: Mulliken charge in e.
Geometry (Å):
C 3.6093 -2.3574 0.5798  -1.06
C 2.7060 -1.1310 0.3438  -0.21
N 3.3829 -0.0907 -0.4320  -0.72
In 2.2504 1.7463 -0.5156  0.74
C 0.0962 1.0856 -0.4258  -0.95
C -0.8506 2.2414 -0.3119  -0.49
O -2.2866 1.9019 -0.3863  -0.41
C -2.6824 0.8900 0.4098  0.53
O -2.6565 0.9516 1.6218  -0.62
C -3.1725 -0.3261 -0.3428  -0.17
C -4.1835 -1.1613 0.4389  -1.15
H 3.0207 -3.2644 0.7731  0.34
H 4.1974 -2.5292 -0.3296  0.27
H 4.2966 -2.2009 1.4156  0.24
H 1.7868 -1.4969 -0.1465  0.13
H 2.4248 -0.7096 1.3156  0.32
H 3.4164 -0.4277 -1.3925  0.18
H 2.6177 2.7751 0.8878  -0.40
H 2.6456 2.5128 -2.0696  -0.38
H 0.0290 0.4054 0.4332  0.36
H -0.0877 0.5192 -1.3485  0.32
H -0.7132 2.9296 -1.1511  0.31
H -0.6768 2.8046 0.6103  0.33
H -3.5781 -0.0083 -1.3071  0.32
H -2.2637 -0.9100 -0.5460  0.20
H -3.8449 -1.3434 1.4587  0.29
H -5.1627 -0.6745 0.4687  0.29
H -4.3206 -2.1321 -0.0518  0.35

Summary:
Frontier orbital gap ... 7.267 eV
Charge ... -1
Multiplicity ... 1
Electronic energy ... -672.25936 Eh

Here is C7H17MnO3 as an isolated structure from the OMol25 dataset. Energies are from ωB97M-V/def2-TZVPD.

Last column: Mulliken spin population.
Geometry (Å):
C -2.5331 -1.1747 0.3762  0.05
C -1.3510 -1.6171 1.2328  0.01
O 0.9461 -1.9816 -1.0023  0.10
C 2.2251 -1.8970 -0.4530  0.01
C 2.8094 -0.4910 -0.5522  0.00
O 1.7681 0.4220 -0.1724  0.03
C 2.1641 1.7690 0.0334  0.01
H -2.5507 -1.6892 -0.6021  0.01
H -3.4676 -1.4915 0.8592  0.00
H -1.6710 -2.2551 2.0733  0.01
H -0.5024 -2.1832 0.8340  -0.01
H 2.9351 -2.5859 -0.9464  0.00
H 2.1933 -2.1710 0.6208  0.00
H 3.1281 -0.2502 -1.5793  -0.01
H 3.6666 -0.3589 0.1242  0.00
H 1.3961 2.2488 0.6501  0.00
H 3.1281 1.7936 0.5585  0.01
H 2.2597 2.2954 -0.9268  0.00
C -1.3881 2.2529 -0.5417  0.01
O -1.4151 0.8354 -0.3808  -0.01
C -2.6403 0.3215 0.1679  -0.03
H -0.4204 2.5321 -0.9726  -0.01
H -2.2067 2.5571 -1.2068  0.00
H -1.5017 2.7366 0.4375  0.00
H -3.4489 0.5800 -0.5299  -0.01
H -2.8160 0.8319 1.1271  0.00
H -0.7713 -0.6854 1.5818  0.00
Mn 0.0646 -0.3442 -0.8107  4.83

Summary:
Frontier orbital gap (spin up / spin down) ... 9.582 / 8.973 eV
Charge ... +1
Multiplicity ... 6
Electronic energy ... -1653.35551 Eh

Here is an isolated ion of composition C7H17N and charge +1 from the OMol25 dataset. Energies are from ωB97M-V/def2-TZVPD.

Last column: Mulliken spin population.
Geometry (Å):
C -2.2866 0.4014 0.1348  0.09
C -3.5407 -0.5371 0.4992  0.00
C -1.3536 -0.7612 -0.2374  0.01
N -0.0504 -0.7986 0.3711  0.79
C 3.3197 0.0855 -1.0330  0.00
C 2.3446 -0.2427 0.0198  0.02
C 0.8994 0.2060 -0.2463  0.00
C 0.7387 1.5932 0.4558  0.08
H -2.6338 1.0431 -0.6849  0.00
H -1.9904 1.1514 0.8904  0.00
H -3.3061 -1.5581 0.8491  0.00
H -4.2675 -0.1168 1.2614  0.00
H -4.0805 -0.9295 -0.4645  0.00
H -1.0698 -0.7442 -1.3119  0.01
H -1.6779 -1.8143 -0.0513  0.00
H 0.0689 -0.9024 1.3113  -0.03
H 4.2113 -0.5078 -0.7903  0.00
H 3.4433 1.2166 -1.2346  0.00
H 3.2045 -0.3610 -2.0024  0.00
H 2.3228 -1.3724 0.2281  0.00
H 2.7981 0.0264 0.9155  0.00
H 0.7475 0.2860 -1.2503  0.00
H 0.1351 1.5488 1.4242  0.00
H 0.0398 2.1710 -0.0649  0.01
H 1.6790 1.9831 0.8205  0.00

Summary:
Frontier orbital gap (spin up / spin down) ... 12.427 / 7.597 eV
Charge ... +1
Multiplicity ... 2
Electronic energy ... -331.26377 Eh

Here is an isolated ion of composition C7H17N2 and charge +1 from the OMol25 dataset. Energies are from ωB97M-V/def2-TZVPD.

Last column: natural (NBO) charge in e.
Geometry (Å):
C -2.4362 0.7626 -0.2646  -0.62
C -1.6689 -0.1973 0.6774  -0.45
C -0.2872 -0.7159 0.2369  0.28
N 0.8513 0.2910 0.0646  -0.25
C 0.8528 1.2759 1.1670  -0.42
C 0.7402 1.0737 -1.1948  -0.43
C 2.2006 -0.3916 0.1248  -0.42
C -0.3114 -1.8848 -0.7849  -0.24
N 0.2173 -1.9666 0.5337  -0.62
H -1.8924 1.6567 -0.3237  0.19
H -3.4359 1.0483 -0.0565  0.25
H -2.5999 0.4553 -1.3837  0.22
H -2.2474 -1.1227 0.6752  0.24
H -1.6905 0.0952 1.7431  0.23
H 1.7330 1.8340 0.9036  0.22
H 0.0171 1.8868 1.1927  0.23
H 1.1383 0.9128 2.2248  0.25
H -0.2931 0.9269 -1.6005  0.25
H 0.9552 2.1697 -0.9665  0.24
H 1.4804 0.6496 -1.9957  0.25
H 3.1769 0.2493 0.1777  0.26
H 2.0944 -1.0188 0.9162  0.24
H 2.3484 -1.1162 -0.7244  0.24
H -1.1887 -2.5059 -1.1038  0.24
H 0.4824 -1.8204 -1.5154  0.19
H -0.2371 -2.5475 1.2769  0.41

Summary:
Frontier orbital gap ... 11.375 eV
Charge ... +1
Multiplicity ... 1
Structure (SMILES) ... CC[C@]1([N+](C)(C)C)CN1
Electronic energy ... -386.07445 Eh

Here is an isolated ion of composition C7H17N2O and charge +1 from the OMol25 dataset. Energies are from ωB97M-V/def2-TZVPD.

Last column: natural (NBO) charge in e.
Geometry (Å):
C 0.0014 -1.0945 0.3569  -0.27
C -0.7184 -0.0821 2.6432  0.30
C 0.2921 0.1685 -0.4537  0.16
C 1.2440 1.1514 0.2039  -0.64
C 0.7339 -0.3312 -1.8146  -0.63
C -2.1635 0.2844 -1.4278  -0.46
C -0.1091 -2.2834 2.6223  -0.40
N -1.0827 0.8126 -0.6168  -0.53
N -0.2786 -0.9771 1.9019  -0.44
O -0.9684 1.1766 1.9877  -0.81
H -0.7461 -1.7153 -0.0815  0.22
H 0.9827 -1.5487 0.3833  0.23
H -1.3350 1.1325 0.2907  0.47
H 1.9601 0.6089 0.6632  0.24
H 0.8107 1.6138 1.0118  0.26
H 1.6750 1.7604 -0.5102  0.23
H 0.0045 -0.8877 -2.3854  0.23
H 1.7859 -0.7782 -1.7571  0.26
H 0.8589 0.5603 -2.3174  0.22
H -2.8628 1.0388 -1.7347  0.25
H -1.7848 -0.1828 -2.3474  0.23
H -2.7951 -0.5325 -1.1133  0.25
H -0.5396 -2.2122 3.6620  0.26
H -0.5016 -3.0710 2.0172  0.20
H 0.8872 -2.5692 2.7602  0.21
H -0.8636 1.6379 -1.1448  0.42
H -1.1172 1.7850 2.7339  0.53

Summary:
Frontier orbital gap ... 9.108 eV
Charge ... +1
Multiplicity ... 1
Electronic energy ... -461.31441 Eh

Here is one molecule with the formula C7H17N2O2P from the OMol25 dataset. Energies are from ωB97M-V/def2-TZVPD.

Last column: natural (NBO) charge in e.
Geometry (Å):
C 4.4636 -0.4210 -0.5985  -0.40
N 3.2327 0.1990 -1.0578  -0.62
C 2.1327 0.2332 -0.0962  -0.25
C 1.3362 1.5692 0.1471  -0.06
O -0.0131 1.2068 0.2402  -0.86
P -1.4655 1.5420 -0.6565  1.24
C -2.5956 1.3686 0.8140  -0.77
C -2.5844 -0.0205 1.5041  -0.41
C -2.9965 -1.0853 0.4214  -0.45
C -1.9200 -1.2362 -0.5993  0.26
O -0.6663 -1.7769 -0.2289  -0.74
N -1.8701 0.0550 -1.4249  -0.97
H 5.1529 0.2175 -0.0971  0.19
H 4.1968 -1.2216 0.0567  0.16
H 4.9522 -0.7702 -1.4612  0.20
H 2.9420 -0.3423 -1.8275  0.35
H 2.6303 -0.1260 0.8259  0.17
H 1.4151 -0.5428 -0.4271  0.19
H 1.4636 2.1910 -0.7809  0.18
H 1.5780 1.9709 1.1274  0.18
H -3.6341 1.7730 0.8094  0.25
H -2.1363 2.0875 1.6209  0.24
H -3.2760 -0.0438 2.3380  0.21
H -1.5469 -0.3085 1.8780  0.21
H -3.0139 -2.0647 0.9012  0.21
H -3.8584 -0.8989 -0.2651  0.23
H -2.2772 -2.1002 -1.2488  0.18
H -0.1056 -1.3583 0.3912  0.48
H -1.5364 -0.0967 -2.3056  0.39

Summary:
Frontier orbital gap ... 9.621 eV
Charge ... 0
Multiplicity ... 1
Structure (SMILES) ... CNCCOP1CCC[C@H](O)N1
Electronic energy ... -878.21217 Eh

Here is C7H17N2O5Rb as an isolated structure from the OMol25 dataset. Energies are from ωB97M-V/def2-TZVPD.

Last column: Mulliken charge in e.
Geometry (Å):
Rb 0.4357 -0.3557 -2.0779  1.04
C -3.2415 0.5566 0.7210  -1.14
C -2.0805 0.7972 -0.2101  0.12
O -0.9720 0.3042 0.0110  -0.17
N -2.1876 1.9571 -1.2758  -0.02
H -2.9693 2.5894 -1.1794  0.44
H -1.4006 2.5722 -1.1260  0.33
C -2.1992 1.1723 -2.6314  -0.73
H -3.4474 1.4332 1.3352  0.38
H -3.2749 -0.4481 1.1424  0.37
H -4.1943 0.3516 0.2328  0.44
H -2.5230 1.9562 -3.3161  0.40
H -2.8085 0.3041 -2.8823  0.39
H -1.2103 0.7489 -2.8071  0.13
C 0.2111 -1.8326 0.0236  -0.55
C 0.6049 -1.5991 1.4631  0.52
O -0.1015 -2.0251 2.2903  -0.40
N 1.9388 -0.8980 1.7673  0.08
H 2.1116 -0.0580 1.2340  0.20
H 1.9801 -0.5921 2.7290  0.40
C 3.2562 -1.6024 1.6506  -0.99
H 1.0795 -1.8828 -0.6333  0.20
H -0.4754 -1.0784 -0.3611  0.02
H -0.2043 -2.8384 0.0862  0.47
H 3.0409 -2.4549 2.2947  0.49
H 3.8892 -0.9734 2.2766  0.36
H 3.4368 -1.8558 0.6060  0.36
O 2.5981 2.1099 -0.4266  -0.46
C 2.3768 0.8350 -0.1166  0.55
O 1.2889 0.3709 -0.2914  -0.76
O 3.3439 0.0713 0.1133  -0.72
H 1.6979 2.3649 -0.6418  0.25

Summary:
Frontier orbital gap ... 7.499 eV
Charge ... +2
Multiplicity ... 1
Electronic energy ... -785.89398 Eh

Here is an isolated ion of composition C7H17N2OS and charge +1 from the OMol25 dataset. Energies are from ωB97M-V/def2-TZVPD.

Last column: Mulliken spin population.
Geometry (Å):
C -1.5581 -0.7074 -0.8164  0.02
C -2.5833 0.4665 -1.1590  0.09
C -1.7762 0.4121 1.3225  0.29
C -0.7771 -0.2789 0.4139  0.06
C 0.9238 1.6537 0.7963  0.01
C 0.5898 0.7561 -1.4731  0.00
C -0.1855 -1.5201 1.0539  0.01
N 0.4364 0.5016 -0.0328  0.01
N 0.9278 -1.9472 0.3423  0.00
O -1.4207 2.6071 0.0406  0.52
S -2.5487 1.7239 0.2258  1.04
H -2.2562 -1.5920 -0.7803  0.00
H -0.8548 -0.8764 -1.6573  0.01
H -2.2365 1.1368 -2.0416  0.01
H -3.5629 0.1954 -1.3406  -0.02
H -2.6078 -0.3047 1.4483  -0.02
H -1.2487 0.7646 2.2727  -0.04
H 0.7340 1.2956 1.8708  0.00
H 2.0384 1.9389 0.6348  0.00
H 0.3885 2.6027 0.6718  0.00
H 1.0890 -0.0909 -2.0233  0.00
H -0.3644 1.1009 -1.9439  0.00
H 1.3773 1.5495 -1.5397  0.00
H -1.1130 -2.1455 1.1052  -0.01
H 0.1889 -1.3481 2.0531  0.00
H 0.7427 -2.2014 -0.5930  0.00
H 1.6651 -2.4785 0.7685  0.00
H 1.0817 -0.2537 0.2203  0.00

Summary:
Frontier orbital gap (spin up / spin down) ... 5.512 / 7.815 eV
Charge ... +1
Multiplicity ... 3
Electronic energy ... -859.35144 Eh